Entry 1:
The following is a DFT calculation (the ωB97M-V functional and the def2-TZVPD basis) of one molecule with the formula C16H17NO3.

Properties
HOMO level: -8.06 eV
Lowest unoccupied orbital energy: 0.427 eV
Max |F|: 0.509 eV Å⁻¹
Energy above the lowest of the compared OMol25 structures with the same formula, charge and spin: 24.59 kcal per mole
Total charge: 0
Multiplicity: 1
Structure (SMILES): COc1ccc(C(=O)CNc2ccccc2CO)cc1

Positions of all 37 atoms, in Å:
O: -3.82 -1.69 -0.72
O: 2.81 -3.09 1.17
O: -0.53 3.62 0.17
N: 1.38 0.88 1.36
C: 0.89 2.22 1.49
C: -2.27 -0.73 0.89
C: -4.05 -2.80 0.11
C: 2.26 0.59 -2.22
C: -1.96 1.38 -0.87
C: -0.33 2.50 0.61
C: -1.41 0.30 1.20
C: 2.83 -0.66 -2.25
C: 1.88 0.39 0.16
C: -1.24 1.37 0.33
C: 2.47 -1.74 1.38
C: -2.97 -0.73 -0.32
C: 2.91 -1.40 -1.08
C: 2.43 -0.90 0.12
C: 1.79 1.12 -1.03
C: -2.80 0.35 -1.19
H: 3.21 -1.07 -3.17
H: -3.35 0.34 -2.12
H: -3.13 -3.37 0.29
H: 1.37 2.11 -1.02
H: -4.76 -3.43 -0.42
H: 3.37 -2.38 -1.09
H: 2.18 1.18 -3.12
H: -2.40 -1.54 1.60
H: 1.49 -1.67 1.88
H: -1.83 2.22 -1.54
H: -4.48 -2.50 1.07
H: 0.57 2.38 2.52
H: -0.90 0.29 2.15
H: 2.20 -3.46 0.52
H: 1.86 0.54 2.18
H: 1.64 2.99 1.25
H: 3.24 -1.36 2.06

---

Entry 2:
The following is a DFT calculation (the ωB97M-V functional and the def2-TZVPD basis) of one molecule with the formula C16H17NO7.

Properties
HOMO level: -7.42 eV
Lowest unoccupied orbital energy: 0.430 eV
Max |F|: 2.762 eV Å⁻¹
Energy above the lowest of the compared OMol25 structures with the same formula, charge and spin: 35.42 kcal per mole
Total charge: 0
Multiplicity: 1
Structure (SMILES): Nc1ccc2ccccc2c1O[C@@H]1O[C@](O)(C(=O)O)C[C@@H](O)[C@@H]1O

Positions of all 41 atoms, in Å:
O: -2.55 3.66 2.32
O: -0.84 2.67 -3.15
O: -0.07 2.79 1.44
O: -1.48 1.16 0.68
O: -0.89 -1.00 -0.01
O: -3.56 3.42 0.32
O: -2.13 -0.10 -2.09
N: -0.53 -2.57 -2.22
C: 3.07 -2.08 3.05
C: -1.37 2.18 -1.89
C: -0.67 0.40 -0.23
C: 3.24 -2.79 1.85
C: -1.20 2.57 0.62
C: 1.93 -1.29 3.19
C: -1.01 0.70 -1.69
C: 0.99 -1.17 2.14
C: -0.79 3.10 -0.77
C: 1.57 -3.35 -1.40
C: 2.31 -2.73 0.80
C: 0.25 -1.78 -0.10
C: 0.46 -2.54 -1.25
C: 1.16 -1.91 0.95
C: -2.51 3.30 1.18
C: 2.50 -3.46 -0.37
H: 4.07 -3.49 1.81
H: -2.44 2.26 -1.89
H: -1.21 4.13 -0.94
H: -0.33 -2.82 -3.17
H: -0.79 3.64 -3.16
H: -0.19 0.43 -2.33
H: -2.78 -0.27 -1.36
H: 0.39 0.68 -0.06
H: 3.75 -2.12 3.89
H: 0.15 -0.48 2.22
H: -4.24 3.77 0.90
H: 1.79 -3.90 -2.33
H: -1.29 -1.88 -2.09
H: -0.23 2.56 2.37
H: 3.37 -4.08 -0.50
H: 0.30 3.16 -0.84
H: 1.80 -0.76 4.11

---

Entry 3:
The following is a DFT calculation (the ωB97M-V functional and the def2-TZVPD basis) of C16H17O8ReS as an isolated structure.

Properties
HOMO level (spin up / spin down): -12.06 / -12.02 eV
Lowest unoccupied orbital energy (spin up / spin down): -5.425 / -6.095 eV
Max |F|: 2.994 eV Å⁻¹
Energy above the lowest of the compared OMol25 structures with the same formula, charge and spin: 23.13 kcal per mole
Total charge: +1
Multiplicity: 4

Positions of all 43 atoms, in Å:
Re: 0.32 -0.58 -0.13
S: 2.71 -0.41 -1.16
O: 1.49 -1.05 -1.76
O: 2.12 0.35 0.01
O: -3.21 -4.24 -0.82
O: 1.14 -5.57 0.60
O: 0.88 -2.50 0.57
O: -1.55 -6.54 -0.06
O: 3.76 -1.30 -0.83
O: -1.37 -1.79 -0.52
C: 0.55 1.11 2.52
C: 0.10 -3.41 0.18
C: 0.16 2.82 0.84
C: -1.21 0.82 0.82
C: -0.91 1.84 -2.22
C: 1.31 0.63 3.70
C: 0.21 -4.89 0.30
C: -0.85 2.07 0.24
C: -1.20 -5.41 -0.10
C: -3.05 2.27 -0.98
C: -2.06 -4.19 -0.51
C: 3.30 0.87 -2.26
C: -1.54 2.54 -1.01
C: -0.48 0.33 1.95
C: -1.16 -3.04 -0.36
C: 0.82 2.37 1.97
H: -3.54 2.87 -1.74
H: 1.34 1.40 4.47
H: 0.88 -0.28 4.11
H: -2.22 0.43 0.65
H: -0.96 0.75 -2.10
H: 2.34 0.44 3.41
H: -3.26 1.22 -1.19
H: 2.56 1.67 -2.26
H: 0.13 2.13 -2.34
H: -0.89 -0.49 2.54
H: 1.55 3.00 2.45
H: 3.44 0.47 -3.26
H: -1.45 2.10 -3.13
H: 0.39 3.80 0.45
H: -1.37 3.62 -1.12
H: 4.24 1.22 -1.86
H: -3.47 2.53 -0.02